C17H34O2P2Pt as an isolated structure in a non-equilibrium geometry, computed with wB97M-V/def2-TZVPD.

Structure (XYZ):
```
56
Properties=species:S:1:pos:R:3:nbo_charge:R:1
P 0.0339 -1.8316 -5.2801 1.671
P 0.1941 2.1976 -5.1552 1.609
C -0.3838 -0.4697 -6.3917 -0.755
C 0.4418 0.8429 -6.4158 -0.701
H -1.4720 -0.2691 -6.3320 0.257
H -0.2178 -0.9558 -7.3692 0.249
H 1.5268 0.6350 -6.5091 0.256
H 0.1553 1.3515 -7.3545 0.249
C -1.2920 3.0460 -5.7445 -0.976
H -1.6024 3.7823 -4.9914 0.270
H -2.1070 2.3350 -5.9333 0.263
H -1.0157 3.5434 -6.6850 0.242
C 1.5167 3.3561 -5.6143 -0.968
H 1.2131 3.8229 -6.5633 0.250
H 2.4769 2.8375 -5.7571 0.263
H 1.6206 4.1378 -4.8483 0.267
C -1.2247 -3.0892 -5.7015 -0.969
H -1.2498 -3.8893 -4.9486 0.254
H -0.9755 -3.5104 -6.6842 0.206
H -2.2211 -2.6225 -5.7490 0.240
C 1.6232 -2.6322 -5.6522 -1.027
H 2.4085 -1.8741 -5.7879 0.234
H 1.5055 -3.2268 -6.5668 0.219
H 1.9214 -3.2869 -4.8158 0.262
Pt 1.3997 -0.5322 0.7333 0.337
C 0.0885 2.1399 -3.3573 -0.602
C -1.2463 1.7452 -2.9069 -0.091
C -2.0839 0.8016 -3.6229 -0.474
C -1.9583 -0.6092 -3.0306 -0.384
C -0.8748 -1.4632 -3.6117 -0.601
C 0.5798 -1.1659 -3.6945 -0.624
C 1.5874 0.0276 -3.6931 -0.411
C 1.2870 1.2836 -2.8810 -0.429
C 0.5990 -2.2038 0.8064 -1.040
H 0.2602 3.1800 -2.9983 0.272
H -1.4902 1.9896 -1.8705 0.237
H -1.8169 0.7154 -4.6875 0.164
H -3.1408 1.1172 -3.5705 0.229
H -1.8211 -0.5372 -1.9394 0.226
H -2.9139 -1.1336 -3.1548 0.202
H -1.0190 -2.4704 -3.2020 0.218
H 1.1059 -1.9837 -3.1956 0.236
H 1.9594 0.2706 -4.7081 0.160
H 2.4853 -0.3703 -3.1876 0.261
H 1.1597 1.0395 -1.8211 0.305
H 2.1824 1.9281 -2.8937 0.207
H 0.7303 -2.8431 1.6830 0.181
H 0.6810 -2.7543 -0.1312 0.167
H -0.4298 -1.7638 0.8749 0.193
C 0.7385 2.6465 1.9538 -0.711
C 1.0263 1.6680 0.8755 0.703
O 2.2584 1.2771 0.5957 -0.736
O 0.0060 1.0861 0.2787 -0.756
H 1.6503 2.9607 2.4630 0.228
H 0.0611 2.1230 2.6424 0.245
H 0.2204 3.5000 1.5000 0.217
```

spin multiplicity	3
Kohn-Sham gap (spin up / spin down)	4.700 / 5.092	eV
ΔE to the lowest compared entry with this formula, charge and spin	82.0	kcal/mol
max |F|	4.69	eV/Å
E	-1620.279964	Ha
HOMO level (spin up / spin down)	-5.13 / -5.56	eV
charge	0
LUMO level (spin up / spin down)	-0.426 / -0.464	eV

=====

A 2-piece molecular cluster, C7H4BrS3 overall in a non-equilibrium geometry, computed with wB97M-V/def2-TZVPD.

Structure (XYZ):
```
15
Properties=species:S:1:pos:R:3:nbo_charge:R:1
C -2.6689 5.8184 -0.0048 -0.368
S -4.2156 5.7219 -0.0037 0.171
S -1.1247 5.9486 -0.0060 0.196
Br 3.3097 0.4753 -0.0213 -0.023
C 1.7754 -0.6235 -0.0086 -0.173
C 1.2244 -1.0509 1.2162 -0.238
C 0.1161 -1.8888 1.2318 -0.261
C -0.4765 -2.3338 0.0108 -0.174
S -1.7732 -3.3695 0.0226 -0.458
C 0.0760 -1.8638 -1.2196 -0.261
C 1.1846 -1.0260 -1.2233 -0.238
H 1.6729 -0.7236 2.1496 0.201
H -0.3158 -2.2246 2.1723 0.211
H -0.3868 -2.1802 -2.1521 0.211
H 1.6025 -0.6796 -2.1640 0.201
```

Kohn-Sham gap	4.286	eV
max |F|	2.18	eV/Å
E	-4037.771484	Ha
HOMO level	-2.73	eV
charge	-1
LUMO level	1.553	eV

=====

C4H6N2S2 in the gas phase in a non-equilibrium geometry, computed with wB97M-V/def2-TZVPD.

Structure (XYZ):
```
14
Properties=species:S:1:pos:R:3:nbo_charge:R:1
N -2.5376 0.2749 -0.3498 -0.793
C -1.2587 -0.1170 -0.2059 0.300
N -0.7237 -1.3355 -0.3338 -0.405
C 0.6532 -1.3427 0.0581 -0.257
C 1.0882 0.1514 0.3893 -0.391
S 2.5772 0.9244 -0.5277 -0.052
C -0.2503 0.9226 0.0731 -0.067
S -0.6140 2.6148 -0.0200 0.011
H -2.7334 1.1275 -0.8437 0.412
H -3.2825 -0.4328 -0.5252 0.402
H 1.3289 -1.7419 -0.7513 0.224
H 0.7547 -1.9028 1.0178 0.207
H 1.3274 0.3252 1.4207 0.250
H 3.6707 0.5320 0.5985 0.159
```

Kohn-Sham gap	7.701	eV
ΔE to the lowest compared entry with this formula, charge and spin	49.7	kcal/mol
max |F|	3.90	eV/Å
E	-1061.836920	Ha
HOMO level	-9.01	eV
charge	0
LUMO level	-1.306	eV

=====

C16H32O2 in the gas phase, computed with wB97M-V/def2-TZVPD.

Structure (XYZ):
```
50
Properties=species:S:1:pos:R:3:nbo_charge:R:1
C -6.2398 -3.3291 -0.7750 -0.600
C -6.2968 -1.9858 -0.0579 -0.386
C -4.9063 -1.3871 0.1414 -0.394
C -4.9667 -0.0353 0.8489 -0.385
C -3.5903 0.5496 1.1669 -0.385
C -2.7922 0.9379 -0.0762 -0.393
C -1.5041 1.6752 0.2846 -0.386
C -0.7079 2.0676 -0.9591 -0.397
C 0.5720 2.8555 -0.6478 -0.389
C 1.8445 2.0070 -0.6068 -0.392
C 1.8745 0.9880 0.5303 -0.394
C 3.2556 0.3616 0.7313 -0.392
C 3.7018 -0.4950 -0.4529 -0.394
C 4.9739 -1.2914 -0.1680 -0.387
C 6.1967 -0.4006 0.0321 -0.518
C 7.4734 -1.1969 0.0910 0.800
O 7.5933 -2.3689 -0.1392 -0.594
O 8.5168 -0.4243 0.4350 -0.690
H -7.2394 -3.7377 -0.9050 0.207
H -5.7841 -3.2185 -1.7567 0.200
H -5.6495 -4.0419 -0.2030 0.200
H -6.9078 -1.2905 -0.6384 0.193
H -6.7778 -2.1142 0.9148 0.192
H -4.4282 -1.2729 -0.8330 0.194
H -4.2988 -2.0767 0.7326 0.192
H -5.5230 0.6717 0.2286 0.192
H -5.5187 -0.1554 1.7848 0.198
H -3.0174 -0.1724 1.7537 0.192
H -3.7271 1.4406 1.7854 0.197
H -2.5412 0.0434 -0.6488 0.194
H -3.4075 1.5788 -0.7126 0.192
H -1.7550 2.5787 0.8462 0.192
H -0.8991 1.0417 0.9341 0.196
H -1.3565 2.6768 -1.5932 0.200
H -0.4538 1.1702 -1.5271 0.193
H 0.7126 3.6184 -1.4172 0.204
H 0.4540 3.3755 0.3053 0.193
H 2.6985 2.6804 -0.4932 0.197
H 1.9541 1.4931 -1.5636 0.194
H 1.5835 1.4882 1.4574 0.200
H 1.1508 0.1953 0.3341 0.194
H 3.9811 1.1584 0.9063 0.191
H 3.2272 -0.2658 1.6258 0.199
H 2.9020 -1.1975 -0.6980 0.203
H 3.8661 0.1390 -1.3257 0.195
H 4.8315 -1.9093 0.7205 0.204
H 5.1739 -1.9653 -1.0031 0.221
H 6.1255 0.1839 0.9502 0.233
H 6.2935 0.3057 -0.7969 0.232
H 9.3321 -0.9496 0.4572 0.496
```

Kohn-Sham gap	11.308	eV
ΔE to the lowest compared entry with this formula, charge and spin	2.4	kcal/mol
max |F|	0.63	eV/Å
E	-779.360591	Ha
HOMO level	-10.51	eV
charge	0
LUMO level	0.800	eV

=====

An isolated ion of composition C4H10NO and charge +1 in a non-equilibrium geometry, computed with wB97M-V/def2-TZVPD.

Structure (XYZ):
```
16
Properties=species:S:1:pos:R:3:nbo_charge:R:1
C -1.2799 1.0964 -0.6468 -0.658
C -0.3002 0.2806 0.2151 -0.043
N -0.9524 -1.0316 0.6921 -0.679
C 0.9587 -0.0945 -0.5686 -0.540
C 2.1734 -0.2476 0.3372 0.443
O 2.0671 -0.1976 1.5316 -0.506
H -2.3500 0.8912 -0.5879 0.239
H -0.8889 1.1662 -1.6576 0.240
H -1.2922 2.1008 -0.2078 0.257
H -0.0005 0.8182 1.1044 0.254
H -1.9659 -1.0183 0.5905 0.448
H -0.6812 -1.2591 1.6527 0.456
H -0.5662 -1.7998 0.1340 0.436
H 1.1513 0.7552 -1.2246 0.267
H 0.8194 -0.9957 -1.1708 0.234
H 3.1075 -0.4644 -0.1934 0.150
```

Kohn-Sham gap	10.688	eV
ΔE to the lowest compared entry with this formula, charge and spin	18.1	kcal/mol
max |F|	1.34	eV/Å
E	-288.134258	Ha
HOMO level	-14.31	eV
charge	+1
LUMO level	-3.627	eV

=====

A 5-piece molecular cluster, C26H47INO6P overall in a non-equilibrium geometry, computed with wB97M-V/def2-TZVPD.

Structure (XYZ):
```
82
Properties=species:S:1:pos:R:3:lowdin_charge:R:1
N 3.2996 5.0145 -1.0255 -0.370
P 3.9312 3.5315 -1.3809 0.646
C 2.5487 2.2458 -1.0822 -0.313
C 2.5921 1.1953 0.2156 -0.029
C 1.3565 0.1049 0.4906 0.015
C 0.0962 0.1124 -0.5859 -0.013
C 0.0360 1.1640 -1.8851 -0.050
C 1.2715 2.2247 -2.1376 -0.531
I 1.2679 3.6209 -3.8463 0.797
C -1.3181 1.0989 -2.8639 -0.219
O -1.2962 1.2573 -4.1898 -0.064
C -2.7350 0.7597 -2.0475 0.036
C -2.6715 -0.2219 -0.8912 0.021
C -1.2191 -0.9085 -0.4274 -0.182
O -1.1113 -2.1874 -0.0024 -0.063
H 3.8458 5.4545 -0.2497 -0.054
H 4.3804 3.6157 -2.7510 -0.012
H 5.0803 3.3579 -0.5125 0.007
H 3.5057 1.2320 0.9830 0.099
H 1.3536 -0.6429 1.4195 0.103
H -3.7739 1.2333 -2.3038 0.115
H -3.6522 -0.4674 -0.2856 0.123
C 5.4158 -1.0160 -5.0874 -0.079
C 5.4302 0.4653 -4.7486 -0.275
O 5.2628 0.7309 -3.3590 -0.196
C 6.2475 0.1885 -2.4831 -0.280
C 7.6531 0.6881 -2.7694 -0.080
H 4.4844 -1.4793 -4.7441 0.085
H 5.5018 -1.1606 -6.1686 0.079
H 6.2412 -1.5518 -4.6118 0.066
H 4.5949 0.9523 -5.2635 0.119
H 6.3413 0.9460 -5.1182 0.106
H 6.2068 -0.9054 -2.5003 0.108
H 5.9672 0.4912 -1.4705 0.107
H 7.9953 0.3978 -3.7652 0.067
H 8.3598 0.2775 -2.0402 0.080
H 7.6898 1.7813 -2.7152 0.080
C 3.3697 -6.3815 2.0515 -0.083
C 3.3629 -5.1662 2.9637 -0.280
O 3.1897 -3.9355 2.2673 -0.166
C 1.9834 -3.7886 1.5228 -0.271
C 0.7301 -3.8895 2.3751 -0.079
H 4.1530 -6.2869 1.2916 0.082
H 3.5512 -7.2919 2.6308 0.077
H 2.4189 -6.5034 1.5264 0.066
H 4.3302 -5.1038 3.4741 0.118
H 2.6070 -5.2659 3.7488 0.104
H 1.9585 -4.5085 0.6984 0.111
H 2.0168 -2.7964 1.0643 0.093
H 0.6334 -4.8704 2.8456 0.069
H -0.1624 -3.7234 1.7623 0.053
H 0.7494 -3.1419 3.1753 0.084
C -8.3560 3.8180 -1.9093 -0.082
C -7.4954 2.8618 -1.1004 -0.278
O -6.1337 2.8329 -1.5179 -0.180
C -5.4160 4.0615 -1.4377 -0.279
C -5.3399 4.6270 -0.0299 -0.079
H -8.3134 3.5656 -2.9743 0.083
H -9.3976 3.7668 -1.5779 0.078
H -8.0229 4.8540 -1.8061 0.066
H -7.8838 1.8454 -1.2276 0.119
H -7.5581 3.0830 -0.0304 0.106
H -5.8398 4.7925 -2.1338 0.107
H -4.4010 3.8551 -1.7880 0.110
H -6.3280 4.8708 0.3668 0.066
H -4.7400 5.5434 -0.0189 0.080
H -4.8827 3.9010 0.6507 0.083
C -2.7118 -0.9045 6.1619 -0.083
C -3.9142 -1.2373 5.2943 -0.278
O -3.9458 -0.5139 4.0675 -0.162
C -2.8448 -0.7088 3.1839 -0.271
C -2.6751 -2.1506 2.7373 -0.077
H -2.6798 0.1689 6.3783 0.083
H -2.7613 -1.4518 7.1082 0.077
H -1.7701 -1.1668 5.6729 0.063
H -4.8261 -0.9700 5.8392 0.118
H -3.9758 -2.3127 5.1007 0.105
H -1.9247 -0.3255 3.6368 0.107
H -3.0359 -0.0891 2.3034 0.105
H -2.4625 -2.8164 3.5766 0.070
H -1.8466 -2.2347 2.0258 0.029
H -3.5892 -2.5125 2.2545 0.090
```

Kohn-Sham gap	6.249	eV
max |F|	8.69	eV/Å
E	-2163.521516	Ha
HOMO level	-8.17	eV
charge	0
LUMO level	-1.917	eV

=====

C5H9N in the gas phase in a non-equilibrium geometry, computed with wB97M-V/def2-TZVPD.

Structure (XYZ):
```
15
Properties=species:S:1:pos:R:3:nbo_charge:R:1
C -0.5819 -0.7090 1.3246 -0.606
C -0.0093 0.3957 0.4262 -0.202
C 1.4634 0.0967 0.0693 -0.625
C -0.9161 0.6273 -0.8276 -0.514
C -0.4303 -0.1033 -1.9998 0.292
N 0.0752 -0.6763 -2.8684 -0.339
H -1.6749 -0.6620 1.3838 0.204
H -0.1924 -0.6127 2.3446 0.216
H -0.3034 -1.7034 0.9576 0.211
H -0.0498 1.3357 0.9890 0.206
H 1.8863 -0.6451 0.7544 0.214
H 2.0992 0.9861 0.0985 0.214
H 1.5502 -0.3317 -0.9322 0.230
H -0.9697 1.6883 -1.0988 0.251
H -1.9465 0.3139 -0.6211 0.247
```

Kohn-Sham gap	12.340	eV
ΔE to the lowest compared entry with this formula, charge and spin	7.1	kcal/mol
max |F|	1.09	eV/Å
E	-250.655556	Ha
HOMO level	-11.46	eV
charge	0
LUMO level	0.881	eV